Entry 1:
C44H35GeN7ORbSbSe6 as an isolated structure. Source: the OMol25 dataset; level of theory: ωB97M-V/def2-TZVPD.

XYZ file:
```
96
C44H35GeN7ORbSbSe6, DFT ωB97M-V/def2-TZVPD
Rb -0.5168 -0.1113 -0.3872
N 4.1737 1.7977 10.0399
C 3.8575 1.7034 8.9395
C 3.4641 1.5881 7.5513
C 4.4277 1.6587 6.5490
C 4.0538 1.5434 5.2218
C 2.7145 1.3806 4.8721
C 1.7587 1.3015 5.8818
C 2.1278 1.4037 7.2135
C 2.3431 1.3072 3.4334
C 1.4379 2.1684 2.9209
C 0.6050 3.1786 3.5619
C -0.2286 3.6533 2.6056
C 0.1484 3.0072 1.3696
N 1.1244 2.1464 1.5548
C 2.9287 0.2348 2.6534
C 3.4565 -0.9505 3.1622
C 3.6534 -1.8202 2.0710
C 3.2529 -1.1306 0.9373
N 2.8199 0.1107 1.2710
H 5.4642 1.8092 6.8203
H 4.7965 1.6101 4.4351
H 0.7223 1.1352 5.6124
H 1.3853 1.3348 7.9965
H 0.6116 3.4474 4.6079
H -1.0363 4.3643 2.7048
H -0.2879 3.2038 0.3843
H 3.6359 -1.1592 4.2082
H 4.0587 -2.8227 2.0917
H 3.2747 -1.4472 -0.0921
Se -0.8607 -4.7546 -1.5506
Se -1.7431 -3.6874 -3.3808
C -2.9745 -2.4205 -2.5402
C -3.7173 -1.5938 -3.3592
C -4.6156 -0.7264 -2.7508
C -4.7505 -0.7446 -1.3755
C -3.9560 -1.6165 -0.6528
N -3.0725 -2.4499 -1.2272
C 0.9913 -4.1957 -1.5842
C 1.9302 -5.0467 -0.9979
C 3.2682 -4.7044 -1.0648
C 3.6382 -3.5353 -1.7113
C 2.6313 -2.7351 -2.2281
N 1.3311 -3.0461 -2.1560
H -3.5552 -1.5767 -4.4293
H -5.1692 0.0052 -3.3278
H -5.4047 -0.0422 -0.8750
H -3.9989 -1.6328 0.4286
H 1.6047 -5.9644 -0.5229
H 4.0194 -5.3581 -0.6365
H 4.6731 -3.2281 -1.7965
H 2.8704 -1.7952 -2.7139
Se -2.3485 4.9984 -0.3028
Sb -3.4144 2.8291 -0.8319
Se -1.9625 1.6490 -2.5214
Se -3.4860 1.5234 1.3114
Se -5.6966 2.9818 -1.7572
N 1.8698 -4.4179 3.5004
C 0.5811 -4.5773 3.9182
O 0.2196 -5.5596 4.5483
C -0.3498 -3.4600 3.5657
C -1.4693 -3.2221 4.3540
C -2.2967 -2.1600 4.0402
C -1.9876 -1.3637 2.9393
N -0.9356 -1.6128 2.1555
C -0.1455 -2.6400 2.4640
H 2.5309 -5.1362 3.7333
H 2.2056 -3.5555 3.1031
H -1.6645 -3.8741 5.1980
H -3.1735 -1.9352 4.6358
H -2.5986 -0.5036 2.6564
H 0.6898 -2.8189 1.7876
Ge 2.6464 1.6552 0.0682
C 3.7689 0.8662 -1.4093
C 5.0247 0.2595 -1.2654
C 5.7516 -0.1673 -2.3705
C 5.2347 0.0038 -3.6537
C 3.9957 0.6075 -3.8198
C 3.2752 1.0321 -2.7055
C 3.7979 3.0340 0.8386
C 5.0449 2.7242 1.3825
C 5.8374 3.7133 1.9540
C 5.3932 5.0314 1.9809
C 4.1559 5.3541 1.4362
C 3.3628 4.3610 0.8731
H 1.5297 2.1107 -0.8848
H 5.4433 0.1028 -0.2740
H 6.7218 -0.6330 -2.2338
H 5.7996 -0.3269 -4.5172
H 3.5842 0.7436 -4.8132
H 2.3030 1.5023 -2.8498
H 5.4003 1.6958 1.3769
H 6.8013 3.4579 2.3792
H 6.0071 5.8023 2.4311
H 3.8032 6.3784 1.4571
H 2.3869 4.6223 0.4700
```

Values from the calculation:
* DFT total energy: -18906.26556 Eh
* charge: -2
* LUMO energy: 0.0909 hartree
* frontier orbital gap: 3.6 eV
* HOMO: -1.15 eV

Atom charges from the Löwdin analysis, given in e for atoms 1 to 4: 0.254 0.137 -0.187 -0.238

***

Entry 2:
A 3-piece molecular cluster, C24H41N2O5PS overall. Source: the OMol25 dataset; level of theory: ωB97M-V/def2-TZVPD.

XYZ file:
```
74
C24H41N2O5PS, DFT ωB97M-V/def2-TZVPD
C 1.7788 1.4349 4.9664
C 0.6892 1.8873 5.9461
O -0.4825 1.1009 5.8599
C -1.3283 1.4415 4.7720
C -1.5914 0.2071 3.8948
C -0.7054 0.1322 2.6684
C -0.7054 1.2580 1.8410
C 0.0837 1.3595 0.7009
P -0.0290 2.9612 -0.1416
S 0.9172 4.3625 0.8461
C 0.8955 0.2738 0.3695
C 0.8918 -0.8777 1.1700
C 0.1019 -0.9762 2.3372
C 0.1117 -2.2174 3.1979
C 1.4495 -2.5608 3.8597
C 1.7390 -1.9984 0.6694
O 1.4270 -3.1600 0.7291
C 2.9905 -1.5884 0.0034
C 3.0200 -0.4797 -0.7210
C 1.7848 0.3127 -0.8298
O 1.5001 0.9157 -1.8310
H 1.5538 0.4177 4.6632
H 2.7425 1.4354 5.4654
H 1.8365 2.0768 4.0917
H 0.4628 2.9443 5.8075
H 1.0617 1.7742 6.9601
H -0.8638 2.2433 4.2008
H -2.2760 1.8179 5.1546
H -1.4791 -0.6422 4.5492
H -2.6196 0.2729 3.5450
H -1.3303 2.0970 2.1147
H -1.4022 3.2467 -0.1606
H 0.3263 2.8575 -1.4834
H -0.6206 -2.1531 3.9873
H -0.1915 -3.0571 2.5773
H 1.2688 -3.3377 4.5997
H 2.1807 -2.9632 3.1752
H 1.8744 -1.7197 4.3992
H 3.8602 -2.2182 0.0969
H 3.9223 -0.1946 -1.2371
C -2.6081 4.0370 -3.1318
O -3.2184 3.4216 -2.0101
C -4.2594 4.1671 -1.4048
C -5.6329 4.0113 -2.0730
C -5.7760 4.7905 -3.3763
N -5.9820 2.6085 -2.3150
H -2.5606 5.1232 -3.0161
H -3.1301 3.7893 -4.0583
H -1.5917 3.6495 -3.2071
H -4.3350 3.7815 -0.3838
H -3.9733 5.2241 -1.3286
H -6.3666 4.4155 -1.3694
H -5.2487 4.3080 -4.1987
H -6.8260 4.8523 -3.6606
H -5.3938 5.8080 -3.2728
H -5.9962 2.1065 -1.4316
H -5.2193 2.1832 -2.8356
C 4.6105 -3.2567 -4.2384
O 3.6069 -3.0296 -3.2650
C 2.3552 -3.6337 -3.5373
C 2.2435 -5.1057 -3.1138
C 2.9543 -6.0760 -4.0522
N 2.7160 -5.3304 -1.7441
H 4.1888 -3.3030 -5.2461
H 5.1700 -4.1723 -4.0333
H 5.3087 -2.4207 -4.1912
H 1.6285 -3.0635 -2.9512
H 2.0915 -3.4990 -4.5944
H 1.1781 -5.3530 -3.1368
H 4.0354 -6.0543 -3.9176
H 2.6267 -7.0957 -3.8521
H 2.7336 -5.8496 -5.0976
H 2.1682 -4.7696 -1.0949
H 3.6566 -4.9509 -1.6754
```

Values from the calculation:
* structure (SMILES): CCOCCc1cc([PH2]=S)c2c(c1CC)C(=O)C=CC2=O.COC[C@@H](C)N.COC[C@@H](C)N
* DFT total energy: -2164.26736 Eh
* charge: 0
* LUMO energy: -0.0411 hartree
* frontier orbital gap: 7.4 eV
* HOMO: -8.56 eV

Atom charges from the Löwdin analysis, given in e for atoms 1 to 4: -0.049 -0.260 -0.146 -0.199

***

Entry 3:
A 2-piece molecular cluster, C9H14FN2O2S overall. Source: the OMol25 dataset; level of theory: ωB97M-V/def2-TZVPD.

XYZ file:
```
29
C9H14FN2O2S, DFT ωB97M-V/def2-TZVPD
F 2.1452 0.6217 -1.5191
N 1.7832 1.7386 -2.2456
C 0.2563 1.8826 -2.0479
C -0.2719 3.4205 -2.0805
C -1.9125 3.6201 -1.8163
C -2.6516 2.1519 -1.5713
C -1.9316 0.6937 -1.6214
N -0.4628 0.5923 -1.8624
H 2.2483 2.5713 -1.8099
H 2.0338 1.6204 -3.2601
H 0.4282 4.3645 -2.2740
H -2.4493 4.6582 -1.7774
H -3.8235 2.1642 -1.3706
H -2.5386 -0.3161 -1.4419
C 1.5503 -1.3716 1.3969
C 1.3061 -1.9817 2.7763
C -0.2050 -2.1151 2.9579
S -0.8906 -2.3014 1.3187
O -1.7073 -1.1422 1.0265
O -1.3807 -3.6558 1.1579
C 0.6517 -2.1413 0.4405
H 2.6018 -1.4396 1.1031
H 1.2686 -0.3118 1.4063
H 1.7723 -2.9733 2.8242
H 1.7471 -1.3730 3.5719
H -0.4621 -2.9897 3.5607
H -0.6354 -1.2148 3.4049
H 0.4903 -1.6247 -0.5071
H 1.0398 -3.1482 0.2597
```

Values from the calculation:
* energy above the lowest of the compared OMol25 structures with the same formula, charge and spin: 231.7 kcal/mol
* DFT total energy: -1108.77566 Eh
* charge: +1
* LUMO energy: -0.1683 hartree
* frontier orbital gap: 8.1 eV
* HOMO: -12.69 eV

Atom charges from the Löwdin analysis, given in e for atoms 1 to 4: 0.048 0.126 -0.176 0.029

***

Entry 4:
C12H17Cl2GeO2STa as an isolated structure. Source: the OMol25 dataset; level of theory: ωB97M-V/def2-TZVPD.

XYZ file:
```
36
C12H17Cl2GeO2STa, DFT ωB97M-V/def2-TZVPD
Ta -0.0558 -0.6705 -0.2264
Cl -1.4933 1.4255 -0.6941
C -2.7640 1.4619 0.5365
C -3.5755 2.5668 0.6134
C -4.5579 2.5574 1.5994
C -4.6972 1.4799 2.4561
C -3.8611 0.3759 2.3475
Cl -4.0497 -0.9557 3.4071
C -2.8658 0.3524 1.3637
S -1.8600 -1.0650 1.1569
H -3.4550 3.4063 -0.0561
H -5.2195 3.4067 1.6978
H -5.4612 1.4819 3.2208
C 1.6372 -4.2080 1.8216
O 1.3290 -2.7607 1.9066
C 0.7934 -2.1540 0.9507
O 0.4818 -2.6243 -0.1951
H 1.4846 -4.5768 2.8287
H 2.6784 -4.2912 1.5258
H 0.9705 -4.6795 1.1067
C 3.5707 1.9071 -1.6939
Ge 2.1058 0.6410 -1.6659
C 2.6439 -1.2414 -1.9173
C 0.6176 0.9128 -2.9351
C 1.3386 0.6837 0.3090
H 4.0198 1.8907 -2.6870
H 4.3220 1.6194 -0.9607
H 3.2248 2.9162 -1.4796
H 3.3012 -1.2085 -2.7912
H 1.8554 -1.9483 -2.1836
H 3.2273 -1.6420 -1.0894
H 1.0537 0.8293 -3.9337
H 0.1422 1.8883 -2.8573
H -0.1657 0.1361 -2.9289
H 1.0718 1.7103 0.5600
H 2.2122 0.3763 0.8872
```

Values from the calculation:
* DFT total energy: -4069.80086 Eh
* charge: +2
* LUMO energy: -0.3135 hartree
* frontier orbital gap: 6.7 eV
* HOMO: -15.26 eV

Atom charges from the Löwdin analysis, given in e for atoms 1 to 4: 1.275 0.784 -0.563 -0.062